Arrangement 1

DFT (ωB97M-V/def2-TZVPD) results for a 2-piece molecular cluster, C4H5NO3 overall.

```
13
C4H5NO3 (ωB97M-V/def2-TZVPD)
C -0.538 -0.238 0.405
C -0.360 -0.101 -1.023
C 0.923 0.141 -1.306
C 0.752 -0.180 0.905
H -2.407 -1.282 0.736
H -1.677 0.297 1.793
H -2.046 -0.379 -1.605
H 1.598 0.320 -2.284
H 2.068 1.950 1.990
N -2.004 -0.176 0.681
O -1.192 0.090 -1.995
O 1.526 -0.077 -0.020
O 1.146 0.312 2.104
```

LUMO level ... -0.085 Ha

Quick look at the Löwdin charges, all values in e: atom 1 (C): -0.1956, atom 2 (C): -0.4042, atom 3 (C): 0.0663, atom 4 (C): -0.5626, atom 5 (H): 0.1555, atom 6 (H): 0.2029, atom 7 (H): 0.1725, atom 8 (H): 0.1873, atom 9 (H): 0.3106, atom 10 (N): 0.0085, atom 11 (O): 0.0760, atom 12 (O): 0.0487, atom 13 (O): -0.0659

***

Arrangement 2

DFT (ωB97M-V/def2-TZVPD) results for one molecule with the formula C4H5NO3.

```
13
C4H5NO3 (ωB97M-V/def2-TZVPD)
N -0.142 1.697 -0.018
C 0.229 0.438 0.012
C -0.715 -0.529 0.290
C -2.047 -0.451 -0.150
O -2.664 -1.481 -0.303
O 1.540 0.278 -0.331
C 2.161 -0.861 -0.241
O 1.759 -1.923 0.141
H -0.952 1.979 0.549
H 0.533 2.439 -0.046
H -0.386 -1.356 0.906
H -2.560 0.556 -0.267
H 3.244 -0.785 -0.542
```

LUMO level ... 0.012 Ha
Structure (SMILES) ... N/C(=C\C=O)OC=O

Quick look at the Löwdin charges, all values in e: atom 1 (N): 0.1676, atom 2 (C): -0.3528, atom 3 (C): -0.0391, atom 4 (C): -0.3318, atom 5 (O): 0.0263, atom 6 (O): 0.1110, atom 7 (C): -0.3425, atom 8 (O): 0.1054, atom 9 (H): 0.1374, atom 10 (H): 0.1197, atom 11 (H): 0.1144, atom 12 (H): 0.1242, atom 13 (H): 0.1603

***

It is arrangement 2 that is most stable; the runner-up trails by 716.8 kJ/mol.

***

Arrangement 1

DFT (ωB97M-V/def2-TZVPD) results for one molecule with the formula C4H5NO3.

```
13
C4H5NO3 (ωB97M-V/def2-TZVPD)
C -1.949 0.128 -0.061
O -1.203 -1.164 0.192
C -0.061 -0.653 0.158
N 1.025 -1.215 -0.341
O 2.069 -0.391 0.112
C 1.480 1.005 -0.070
C -0.020 0.841 0.404
O -1.064 1.038 -0.399
H -2.619 0.350 0.784
H -2.620 -0.253 -0.967
H 1.399 1.326 -1.185
H 1.903 2.124 0.403
H -0.342 1.164 1.537
```

LUMO level ... 0.025 Ha
Structure (SMILES) ... C1OC2=NOC[C@H]2O1

Quick look at the Löwdin charges, all values in e: atom 1 (C): -0.1612, atom 2 (O): 0.1066, atom 3 (C): -0.4354, atom 4 (N): 0.1272, atom 5 (O): -0.1517, atom 6 (C): -0.0730, atom 7 (C): -0.2721, atom 8 (O): -0.0010, atom 9 (H): 0.1443, atom 10 (H): 0.1880, atom 11 (H): 0.1355, atom 12 (H): 0.1814, atom 13 (H): 0.2113

***

Arrangement 2

DFT (ωB97M-V/def2-TZVPD) results for C4H5NO3 as an isolated structure.

```
13
C4H5NO3 (ωB97M-V/def2-TZVPD)
C -1.288 0.051 0.063
C -0.695 -1.173 0.168
C 0.812 -0.880 0.093
C 0.903 0.534 0.328
H -3.057 -0.731 -0.843
H -1.016 -2.343 -0.756
H 2.671 -0.989 -0.204
H 1.283 2.461 0.353
H -0.559 2.056 1.386
N -0.368 0.999 0.006
O -2.550 0.141 -0.156
O 1.925 -1.654 0.008
O 1.938 1.530 -0.445
```

LUMO level ... -0.062 Ha

Quick look at the Löwdin charges, all values in e: atom 1 (C): -0.6387, atom 2 (C): 0.0414, atom 3 (C): -0.2591, atom 4 (C): -0.3216, atom 5 (H): 0.2946, atom 6 (H): 0.2364, atom 7 (H): 0.1597, atom 8 (H): 0.2529, atom 9 (H): 0.3142, atom 10 (N): 0.0726, atom 11 (O): 0.0048, atom 12 (O): 0.0417, atom 13 (O): -0.1991

***

It is arrangement 1 that is most stable; the runner-up trails by 586.5 kJ/mol.